(1)
Entry from OMol25: a molecular structure, C33H38IrN2O2Te (ωB97M-V/def2-TZVPD).

```
77
Properties=species:S:1:pos:R:3:forces:R:3
Ir 0.804 1.359 1.914 -0.1 0.4 -0.3
C 1.733 -1.519 3.394 0.0 0.1 0.0
C 2.029 -0.891 4.596 0.0 0.0 0.1
C 1.212 0.125 5.076 0.1 0.0 0.0
C 0.076 0.509 4.371 0.0 0.1 -0.1
C -0.266 -0.149 3.171 -0.3 -0.5 0.3
C 0.592 -1.161 2.678 0.0 0.0 0.0
H 2.369 -2.315 3.029 0.0 0.0 0.0
H 2.884 -1.216 5.174 0.0 0.0 0.0
H 1.433 0.600 6.023 0.0 0.0 0.0
H -0.592 1.251 4.787 0.0 0.0 0.0
H -1.273 -0.050 2.779 0.0 0.0 0.0
H 0.294 -1.748 1.817 0.1 0.1 0.0
C 5.267 3.727 2.828 0.2 0.2 0.0
N 4.009 2.987 2.877 -0.4 -0.1 -0.1
C 4.140 1.566 2.586 -0.1 0.0 0.0
C 2.827 3.571 3.073 0.5 0.0 -0.1
C 2.779 5.047 3.321 -0.1 0.0 0.1
O 1.739 2.938 3.077 -0.3 -0.4 -0.2
H 6.077 3.060 3.115 0.0 0.0 0.0
H 5.270 4.566 3.515 0.0 0.0 0.0
H 5.464 4.096 1.820 0.0 0.0 0.0
H 4.540 1.032 3.449 0.0 0.0 0.0
H 4.807 1.426 1.737 0.0 0.0 0.0
H 3.174 1.128 2.335 0.0 0.0 0.0
H 3.501 5.360 4.071 0.0 0.0 0.0
H 1.781 5.308 3.657 0.0 0.0 0.0
H 2.987 5.588 2.396 0.1 0.0 0.0
C -4.363 -6.381 -1.792 0.0 0.0 -0.1
C -3.706 -5.054 -1.564 0.0 0.0 0.1
C -3.281 -4.671 -0.297 0.0 0.0 -0.1
C -2.708 -3.425 -0.064 0.2 0.0 0.1
C -2.255 -3.086 1.334 0.0 -0.1 -0.2
C -2.529 -2.591 -1.165 0.0 0.3 0.2
Te -1.523 -0.607 -0.814 0.0 -0.4 -0.5
N -0.401 1.087 0.054 0.3 0.1 0.5
C -0.142 2.328 -0.389 -0.4 0.1 -0.2
O 0.892 2.837 0.141 0.2 -0.1 0.1
C -0.969 3.129 -1.326 0.2 0.3 0.0
C -2.250 2.780 -1.754 0.1 -0.3 0.2
C -2.983 3.607 -2.584 0.1 0.1 0.0
C -2.446 4.824 -2.984 -0.1 -0.1 0.0
C -1.181 5.195 -2.556 0.1 0.1 0.0
C -0.449 4.362 -1.728 0.1 -0.1 0.0
C -0.031 -0.794 -2.297 0.1 -0.2 0.1
C -0.029 0.082 -3.380 -0.2 0.1 0.1
C 0.985 0.013 -4.315 0.0 0.0 -0.1
C 1.998 -0.926 -4.167 0.0 0.0 0.0
C 1.979 -1.801 -3.096 0.0 0.0 0.0
C 0.972 -1.752 -2.133 -0.1 -0.1 0.1
C 1.046 -2.714 -0.974 0.0 0.1 -0.1
C -2.978 -2.904 -2.449 0.1 0.1 -0.1
C -2.880 -1.964 -3.620 0.1 -0.1 0.0
C -3.547 -4.157 -2.621 0.0 0.0 0.0
H -4.342 -6.998 -0.897 0.0 0.0 0.0
H -3.871 -6.918 -2.603 0.0 0.0 0.0
H -5.404 -6.239 -2.086 0.0 0.0 0.0
H -3.400 -5.350 0.539 0.0 0.0 0.0
H -2.960 -3.465 2.071 0.0 0.0 0.0
H -2.163 -2.008 1.479 0.0 0.0 0.1
H -1.287 -3.550 1.542 0.0 0.0 0.0
H -2.709 1.867 -1.407 -0.1 -0.1 0.1
H -3.974 3.317 -2.906 0.0 0.0 0.0
H -3.022 5.482 -3.621 0.0 0.0 0.0
H -0.757 6.139 -2.873 0.0 0.0 0.0
H 0.537 4.646 -1.390 0.0 0.0 0.0
H -0.823 0.805 -3.511 0.0 0.1 0.0
H 0.981 0.682 -5.165 0.0 0.0 0.0
H 2.801 -0.976 -4.890 0.0 0.0 0.0
H 2.757 -2.547 -2.989 0.0 0.0 0.0
H 1.187 -3.734 -1.331 0.0 0.0 0.0
H 0.143 -2.693 -0.363 0.0 -0.1 0.0
H 1.897 -2.467 -0.336 0.0 0.0 0.0
H -2.933 -0.921 -3.305 0.0 0.1 -0.1
H -3.695 -2.147 -4.318 0.0 0.0 0.0
H -1.942 -2.110 -4.159 0.0 0.0 0.0
H -3.905 -4.431 -3.607 0.0 0.0 0.0
```
Positions in Å, forces in eV/Å.

HOMO-LUMO gap (spin up / spin down): 8.26 / 5.43 eV
expectation value of S²: 8.783
multiplicity: 6
charge: +2
HOMO energy (spin up / spin down): -13.24 / -13.84 eV


(2)
Entry from OMol25: a molecular structure, C10H10BrClV in a non-equilibrium geometry (ωB97M-V/def2-TZVPD).

```
23
Properties=species:S:1:pos:R:3:forces:R:3
C -1.700 -0.681 0.367 0.7 0.5 -0.3
C -1.469 -1.258 1.664 -0.4 1.3 0.3
C -1.157 -0.207 2.564 -0.3 0.5 -1.2
H -1.651 -2.290 1.945 0.4 0.2 -0.2
C -1.132 1.022 1.836 -0.6 -1.0 0.3
C -1.543 0.745 0.495 0.7 -0.6 -0.7
H -1.829 1.466 -0.275 0.1 -0.2 0.6
H -2.050 -1.212 -0.522 0.1 0.2 0.5
H -1.052 -0.293 3.631 0.4 -0.1 0.0
H -0.928 2.010 2.238 0.0 -0.3 -0.1
V 0.684 -0.078 0.018 -3.6 -1.1 6.7
Br 1.139 -2.444 0.771 0.6 0.0 0.0
C 2.169 0.646 -1.290 -0.3 -0.5 -1.5
C 0.965 1.403 -1.435 0.2 -0.2 -1.4
C -0.068 0.504 -1.847 0.7 0.4 -1.6
H 0.849 2.468 -1.308 0.1 -0.1 0.3
C 0.479 -0.808 -1.920 0.5 0.3 -1.5
C 1.871 -0.725 -1.597 0.2 1.0 -1.2
H 2.583 -1.537 -1.579 -0.3 0.1 0.2
H 3.128 1.024 -0.984 -0.1 0.0 0.2
H -1.074 0.792 -2.148 0.3 -0.2 0.4
H -0.066 -1.696 -2.213 0.2 0.1 0.3
Cl 1.852 1.145 1.590 0.4 -0.2 -0.2
```
Positions in Å, forces in eV/Å.

HOMO-LUMO gap (spin up / spin down): 6.39 / 7.82 eV
expectation value of S²: 1.098
multiplicity: 2
HOMO energy (spin up / spin down): -8.24 / -8.28 eV


(3)
Entry from OMol25: a molecular structure, C17H58F3N20O11V in a non-equilibrium geometry (ωB97M-V/def2-TZVPD).

```
110
Properties=species:S:1:pos:R:3:forces:R:3
V 0.105 -0.144 0.983 -2.1 0.3 0.5
F 1.448 -0.750 2.486 -1.1 0.4 -1.2
F -1.604 0.230 2.255 1.9 -0.3 -1.1
F -1.016 0.504 -0.651 0.9 -0.2 1.4
C 2.771 -0.714 -2.584 -1.0 0.1 -0.8
C 1.977 -1.384 -1.464 1.5 0.4 1.7
C 2.884 -2.423 -0.821 -1.5 -1.4 1.5
O 2.197 -3.082 0.390 1.5 2.1 -1.6
C 3.241 -3.550 1.233 -0.8 -0.6 -0.2
N 1.685 -0.325 -0.406 -0.5 -0.9 -1.2
H 2.169 0.108 -2.971 -0.2 0.0 -0.2
H 2.879 -1.435 -3.395 0.3 0.1 -0.1
H 3.711 -0.214 -2.351 0.1 -0.6 0.5
H 1.071 -1.857 -1.842 -0.1 0.3 0.2
H 3.832 -2.042 -0.442 -0.1 0.5 -0.1
H 3.127 -3.216 -1.529 -0.1 -0.1 -0.1
H 2.844 -3.888 2.190 -0.3 -0.2 -0.3
H 3.948 -2.760 1.486 0.3 -0.1 -0.4
H 3.610 -4.405 0.666 1.1 -0.1 0.6
H 2.517 -0.202 0.154 0.6 0.0 0.3
H 1.713 0.505 -0.981 -0.6 1.0 0.1
C 1.838 -1.002 -6.595 -1.8 1.0 -0.6
C 1.018 0.306 -6.826 -0.4 -2.1 -0.7
C 0.055 0.649 -5.710 -0.4 0.4 1.0
O -0.917 -0.344 -5.433 -1.3 -0.7 1.4
C -1.775 -0.051 -4.208 1.2 0.4 -1.6
N 1.902 1.390 -7.085 0.4 1.9 0.1
H 2.251 -0.954 -5.587 0.3 -0.4 -0.3
H 2.546 -1.117 -7.416 0.4 0.1 0.4
H 1.096 -1.787 -6.739 0.2 -0.4 0.6
H 0.381 0.200 -7.704 -0.2 -0.7 -0.3
H -0.494 1.544 -6.003 0.0 0.5 -0.1
H 0.634 0.902 -4.821 0.1 0.0 0.4
H -2.688 -0.633 -4.082 0.4 -0.8 -0.9
H -2.168 0.958 -4.342 0.4 0.3 0.3
H -1.190 -0.199 -3.301 0.1 0.4 0.0
H 1.305 2.185 -7.259 -0.1 0.7 0.5
H 2.303 1.331 -8.010 0.5 -0.7 -0.1
C -1.122 -3.182 0.353 -0.9 -1.6 -0.5
O -0.786 -2.014 0.465 1.4 2.6 0.6
N -2.388 -3.540 0.349 -2.0 -0.8 0.5
N -0.268 -4.191 0.149 1.2 -0.3 -0.1
H -3.154 -2.883 0.322 0.5 0.3 -0.1
H -2.654 -4.490 0.132 0.2 0.3 0.1
H 0.700 -3.901 0.156 0.3 -0.4 0.1
H -0.513 -5.171 0.134 -0.1 0.5 0.1
C -4.652 -0.916 3.603 -3.8 -2.2 2.5
O -5.694 -1.490 3.893 -0.9 -0.7 1.2
N -3.726 -0.477 4.365 3.4 1.2 5.2
N -4.362 -0.640 2.424 1.3 1.6 -9.0
H -3.747 -0.663 5.358 0.1 0.2 -0.2
H -2.885 -0.092 3.959 0.0 -0.1 0.4
H -3.483 -0.185 2.224 0.1 -0.1 -0.5
H -4.932 -0.954 1.652 0.1 0.1 0.4
C 1.369 2.985 1.320 2.9 1.8 -0.9
O 0.885 1.894 1.294 -1.6 -4.3 0.1
N 0.733 4.103 1.384 -3.9 2.5 0.5
N 2.660 3.328 1.215 2.6 -0.8 0.1
H 1.246 4.967 1.284 -1.0 -0.2 0.1
H -0.275 4.066 1.320 -0.3 0.7 0.0
H 3.410 2.680 1.017 -0.2 -0.1 -0.1
H 2.807 4.325 1.147 0.8 -0.8 -0.1
C 0.578 -3.502 4.802 -3.2 -3.3 2.3
O 0.346 -4.547 5.381 0.8 -1.8 0.6
N 1.672 -3.089 4.309 6.7 0.2 -1.6
N -0.345 -2.638 4.627 -3.3 3.1 -0.6
H 2.396 -3.782 4.441 0.4 0.4 -0.4
H 1.651 -2.510 3.482 0.2 0.1 0.0
H 0.064 -1.763 4.330 -1.8 0.5 -0.3
H -1.294 -2.975 4.694 0.0 1.0 0.0
C 4.767 0.403 1.514 0.1 0.0 -0.8
O 4.136 0.829 0.533 0.2 -0.1 0.5
N 4.277 -0.361 2.477 -0.4 -0.4 0.5
N 6.081 0.615 1.666 2.0 1.0 -0.7
H 4.956 -0.697 3.144 -0.9 -0.2 0.1
H 3.285 -0.552 2.452 -0.5 -0.3 0.6
H 6.633 0.383 2.480 -0.4 0.0 -0.2
H 6.560 1.093 0.917 -0.1 0.0 0.2
C -0.382 0.718 6.140 -2.4 -0.9 2.8
O -1.501 0.995 6.535 -0.7 0.5 1.4
N -0.084 0.830 4.923 1.5 1.2 -6.6
N 0.583 0.122 6.822 2.1 -1.3 3.3
H 0.725 0.362 4.541 -0.3 0.4 -0.4
H -0.787 1.223 4.313 0.3 -0.3 -0.3
H 0.441 -0.151 7.784 -0.2 0.2 -0.3
H 1.500 -0.099 6.460 -0.4 0.2 -0.1
C 0.381 2.870 -2.778 0.7 -0.1 1.5
O 1.342 2.358 -2.275 2.1 -2.9 1.9
N 0.568 3.761 -3.654 0.8 4.1 -4.6
N -0.868 2.763 -2.459 -3.0 -1.8 1.9
H -0.296 4.130 -4.024 1.1 0.5 -1.0
H 1.509 3.783 -4.022 -0.5 0.6 -0.5
H -1.577 3.399 -2.795 0.1 -0.5 0.4
H -0.978 2.038 -1.765 -1.1 -0.1 0.5
C -4.402 -0.917 -1.388 -0.9 -1.4 -1.2
O -3.815 -1.940 -1.237 1.0 -3.4 1.2
N -3.850 0.216 -1.358 3.2 5.3 0.6
N -5.644 -0.789 -1.759 -5.7 -1.3 -1.2
H -4.322 0.935 -1.888 0.9 0.4 0.5
H -2.878 0.177 -1.086 0.7 0.9 -0.3
H -6.069 0.044 -2.140 0.4 -0.1 0.4
H -6.281 -1.572 -1.730 0.4 0.0 -0.1
C -3.214 4.278 0.895 3.0 -3.7 -0.9
O -2.173 4.888 0.963 2.3 0.2 -0.1
N -4.318 4.828 1.029 -6.4 4.6 1.2
N -3.413 2.963 0.656 1.9 -2.3 -0.9
H -5.169 4.287 0.974 0.0 0.8 0.2
H -4.226 5.794 1.310 -1.0 -0.1 0.0
H -2.636 2.427 0.297 0.0 -0.2 0.4
H -4.303 2.484 0.665 0.3 0.3 0.1
```
Positions in Å, forces in eV/Å.

HOMO-LUMO gap (spin up / spin down): 7.59 / 8.41 eV
expectation value of S²: 2.007
multiplicity: 3
HOMO energy (spin up / spin down): -8.31 / -8.31 eV


(4)
Entry from OMol25: 2 unconnected molecules or ions with the total composition CH4ClNOS in a non-equilibrium geometry (ωB97M-V/def2-TZVPD).

```
9
Properties=species:S:1:pos:R:3:forces:R:3
C -1.258 -0.324 1.306 4.4 3.8 -4.1
N 1.729 -0.632 -1.200 -3.5 0.4 0.8
O 1.390 1.591 -2.257 -2.9 -1.7 1.4
S 0.654 0.383 -1.698 6.8 0.7 -1.5
Cl -1.874 0.625 -0.046 -1.7 0.8 -0.1
H -0.964 0.339 2.048 1.3 1.7 1.0
H -0.425 -0.688 0.734 0.5 -1.5 1.2
H 2.612 -0.457 -0.717 -0.1 0.5 -0.9
H -1.864 -0.835 1.830 -4.8 -4.8 2.4
```
Positions in Å, forces in eV/Å.

HOMO-LUMO gap: 9.30 eV
ΔE to the lowest compared entry with this formula, charge and spin: 249.6 kJ/mol
HOMO energy: -10.44 eV


How do the records compare in electronic energy? In the order shown, they have -1911.89848, -4365.24181, -3849.23190, -1028.77178 hartree.